# 1
This record from OMol25 describes a 5-piece molecular cluster, C39H86BrFNO16PS2 overall in a non-equilibrium geometry. The level of theory is ωB97M-V/def2-TZVPD.

Last column: Mulliken charge in e.
CARTESIAN COORDINATES (ANGSTROEM)
C1 -2.255 -4.438 0.802  -1.17
C2 -1.373 -3.312 0.057  0.63
C3 -2.199 -2.978 -1.261  -1.86
C4 -1.453 -1.879 -2.134  1.47
C5 -2.260 -0.541 -2.234  0.47
C6 -3.780 -0.711 -2.594  -0.99
C7 -4.702 0.269 -1.779  -0.44
C8 -6.130 0.337 -2.445  -0.77
O1 -6.677 -0.984 -2.433  -0.38
C9 -6.972 -1.462 -3.749  -0.65
O2 -0.188 -1.665 -1.421  0.04
S1 0.722 -0.494 -2.121  1.31
O3 0.438 0.882 -1.595  -0.65
O4 2.144 -0.791 -1.745  -0.81
C10 0.693 -0.504 -3.956  -0.18
C11 0.488 0.970 -4.485  -1.04
C12 1.794 1.871 -4.333  -0.95
C13 2.531 2.082 -5.713  -0.34
F1 3.848 1.593 -5.671  -0.29
P1 2.365 -1.140 -4.591  0.81
N1 2.389 -1.126 -6.199  -0.87
C14 -0.417 -1.458 -4.555  -1.70
C15 -1.049 -2.495 -3.546  0.28
S2 0.147 -3.912 -3.298  -0.15
Br1 -2.615 -3.271 -4.504  0.01
H1 -2.748 -4.060 1.719  0.32
H2 -1.602 -5.322 0.997  0.25
H3 -3.051 -4.781 0.094  0.34
H4 -0.413 -3.826 -0.186  -0.02
H5 -1.244 -2.433 0.718  -0.05
H6 -3.190 -2.635 -0.901  0.44
H7 -2.299 -3.945 -1.792  0.57
H8 -2.181 -0.056 -1.227  -0.57
H9 -1.837 0.175 -2.980  -0.14
H10 -3.890 -0.397 -3.668  0.37
H11 -4.164 -1.749 -2.545  0.48
H12 -4.848 -0.116 -0.747  0.23
H13 -4.279 1.297 -1.830  0.30
H14 -6.083 0.799 -3.457  0.40
H15 -6.794 0.995 -1.827  0.37
H16 -6.308 -1.016 -4.531  0.29
H17 -8.047 -1.265 -3.982  0.28
H18 -6.803 -2.561 -3.774  0.22
H19 -0.315 1.509 -3.926  0.18
H20 0.159 0.987 -5.553  0.73
H21 1.458 2.888 -4.020  0.52
H22 2.477 1.502 -3.541  0.43
H23 2.028 1.536 -6.543  0.28
H24 2.588 3.172 -5.940  0.36
H25 2.499 -2.473 -4.101  0.02
H26 3.426 -0.360 -4.064  0.05
H27 1.515 -0.743 -6.562  0.28
H28 0.046 -2.063 -5.377  0.83
H29 -1.247 -0.894 -5.052  0.29
H30 1.150 -3.463 -2.474  0.09
C16 0.890 1.119 1.537  -0.28
O5 -0.116 1.812 2.256  -0.37
C17 -1.335 1.949 1.543  0.37
C18 -2.543 1.546 2.379  -0.46
O6 -2.634 0.168 2.732  -0.46
C19 -1.655 -0.370 3.615  0.04
C20 -1.662 0.167 5.042  -0.84
O7 -1.297 1.536 5.107  -0.32
C21 -2.163 2.336 5.887  -0.89
H31 1.487 1.827 0.957  0.28
H32 1.539 0.623 2.262  0.33
H33 0.471 0.357 0.878  -0.12
H34 -1.326 1.369 0.614  -0.44
H35 -1.436 3.009 1.278  0.40
H36 -3.433 1.744 1.773  0.52
H37 -2.646 2.177 3.261  0.04
H38 -0.661 -0.308 3.172  -0.01
H39 -1.883 -1.439 3.677  0.47
H40 -0.924 -0.394 5.626  0.38
H41 -2.649 -0.002 5.485  0.35
H42 -3.204 2.002 5.828  0.42
H43 -2.124 3.354 5.491  0.34
H44 -1.827 2.350 6.926  0.30
C22 5.241 -5.528 0.039  -0.78
O8 4.676 -5.595 1.335  -0.30
C23 3.673 -4.621 1.586  -0.37
C24 2.419 -5.232 2.200  -0.31
O9 1.681 -6.128 1.371  -0.41
C25 2.312 -7.354 1.013  -0.30
C26 2.588 -8.331 2.149  -0.55
O10 3.553 -7.839 3.065  -0.29
C27 3.180 -7.948 4.424  -0.82
H45 6.110 -4.863 0.043  0.28
H46 5.570 -6.531 -0.235  0.25
H47 4.519 -5.192 -0.711  0.33
H48 3.404 -4.076 0.676  0.20
H49 4.091 -3.903 2.300  0.40
H50 1.731 -4.409 2.417  0.47
H51 2.631 -5.693 3.164  0.02
H52 3.210 -7.165 0.424  0.10
H53 1.612 -7.845 0.330  0.42
H54 2.989 -9.256 1.719  0.39
H55 1.646 -8.570 2.654  0.33
H56 2.102 -7.818 4.569  0.39
H57 3.685 -7.149 4.974  0.24
H58 3.503 -8.910 4.830  0.29
C28 -7.355 5.063 9.270  -0.81
O11 -6.922 3.868 9.892  -0.30
C29 -7.099 2.700 9.103  -0.51
C30 -5.841 1.840 9.059  -0.32
O12 -4.713 2.401 8.397  -0.36
C31 -4.100 3.548 8.983  -0.27
C32 -3.436 3.338 10.339  -0.58
O13 -4.373 3.030 11.359  -0.29
C33 -4.025 1.918 12.159  -0.81
H59 -8.405 5.251 9.510  0.28
H60 -6.754 5.883 9.665  0.24
H61 -7.220 5.037 8.184  0.38
H62 -7.407 2.947 8.082  0.33
H63 -7.900 2.114 9.567  0.38
H64 -6.089 0.940 8.488  0.43
H65 -5.568 1.487 10.052  0.07
H66 -4.798 4.384 9.006  0.05
H67 -3.312 3.843 8.284  0.45
H68 -2.937 4.270 10.627  0.39
H69 -2.675 2.556 10.250  0.34
H70 -3.493 1.149 11.588  0.38
H71 -4.950 1.470 12.530  0.24
H72 -3.424 2.238 13.013  0.29
C34 8.706 5.736 -9.973  -0.82
O14 8.125 5.646 -8.686  -0.29
C35 7.051 6.548 -8.464  -0.54
C36 5.833 5.857 -7.862  -0.23
O15 5.171 4.905 -8.689  -0.48
C37 5.864 3.707 -9.030  -0.37
C38 6.167 2.751 -7.883  0.08
O16 7.095 3.294 -6.956  -0.31
C39 6.706 3.179 -5.601  -0.76
H73 9.526 6.461 -9.963  0.29
H74 9.111 4.755 -10.227  0.24
H75 7.975 6.009 -10.739  0.39
H76 6.760 7.061 -9.386  0.35
H77 7.405 7.303 -7.753  0.37
H78 5.088 6.635 -7.670  0.43
H79 6.062 5.426 -6.888  0.04
H80 6.760 3.933 -9.608  0.10
H81 5.197 3.178 -9.718  0.45
H82 6.617 1.843 -8.299  0.37
H83 5.232 2.473 -7.390  -0.19
H84 5.623 3.261 -5.474  0.31
H85 7.166 4.005 -5.051  0.28
H86 7.065 2.236 -5.183  0.28

Properties
HOMO level = -8.84 eV
SMILES string = CCC[C@@]1(CCCCOC)OS(=O)(=O)[C@@](CCCF)([PH2]=N)C[C@]1(S)Br.COCCOCCOC.COCCOCCOC.COCCOCCOC.COCCOCCOC
Gap between HOMO and LUMO = 8.87 eV
Strongest force on any atom = 6.7 eV/A
Net charge = 0
Energy relative to the best compared isomer or geometry (same formula, charge and spin) = 3.128 eV

=====

# 2
This record from OMol25 describes C10H20BiO6Se4 as an isolated structure in a non-equilibrium geometry. The level of theory is ωB97M-V/def2-TZVPD.

Last column: Mulliken charge in e.
CARTESIAN COORDINATES (ANGSTROEM)
Bi1 0.022 0.020 -0.015  1.30
C1 0.270 -2.716 1.823  -0.61
C2 0.210 -3.145 0.317  -0.61
O1 0.588 -2.224 -0.748  -0.13
C3 1.991 -1.959 -1.005  -0.67
C4 2.766 -0.952 -0.077  -0.45
O2 2.250 0.436 -0.130  -0.42
C5 2.525 1.599 0.950  -0.38
C6 1.268 2.431 1.477  -0.63
O3 0.135 2.347 0.268  -0.38
C7 -1.338 2.394 0.607  -0.36
C8 -2.314 1.494 -0.221  -0.81
O4 -2.281 -0.038 -0.124  -0.35
C9 -2.511 -0.743 1.180  -0.33
C10 -1.427 -0.844 2.317  -0.83
O5 0.020 -1.331 2.083  -0.32
H1 1.296 -2.850 2.178  0.33
H2 -0.366 -3.392 2.407  0.40
H3 -0.821 -3.372 0.038  0.22
H4 0.802 -4.059 0.199  0.53
H5 2.035 -1.553 -2.016  0.24
H6 2.459 -2.948 -1.018  0.50
H7 3.796 -0.894 -0.433  0.49
H8 2.771 -1.307 0.959  0.24
H9 3.205 2.217 0.363  0.48
H10 3.039 1.151 1.792  0.25
H11 1.403 3.515 1.672  0.40
H12 0.837 1.952 2.509  0.18
H13 -1.591 3.433 0.390  0.50
H14 -1.505 2.216 1.672  0.18
H15 -2.128 1.716 -1.272  0.34
H16 -3.352 1.729 0.011  0.44
H17 -2.754 -1.773 0.919  0.28
H18 -3.422 -0.279 1.564  0.44
H19 -1.775 -1.550 3.078  0.56
H20 -1.369 0.125 2.792  0.17
Se1 0.356 0.619 -3.020  -0.44
Se2 -0.978 -0.214 -4.797  -0.26
Se3 -2.782 -1.788 -4.165  -0.32
Se4 -2.408 -1.704 -1.901  -0.32
O6 0.638 0.689 1.936  -0.86

Properties
HOMO level = -2.16 eV
Gap between HOMO and LUMO = 4.74 eV
Strongest force on any atom = 3.7 eV/A
Net charge = -1
Energy relative to the best compared isomer or geometry (same formula, charge and spin) = 12.236 eV

=====

# 3
This record from OMol25 describes a single C5H7NO molecule in a non-equilibrium geometry. The level of theory is ωB97M-V/def2-TZVPD.

Last column: Mulliken charge in e.
CARTESIAN COORDINATES (ANGSTROEM)
C1 1.975 -0.484 0.198  -1.16
C2 0.585 0.121 -0.077  0.53
C3 -0.354 -0.728 -0.819  -0.67
C4 -1.608 -0.267 -0.738  -0.28
N1 -1.735 0.867 0.051  -0.16
C5 -0.633 0.950 1.062  0.11
O1 -0.622 1.726 1.977  -0.50
H1 2.700 -0.263 -0.608  0.28
H2 1.952 -1.578 0.295  0.35
H3 2.385 -0.062 1.112  0.33
H4 0.686 1.120 -0.503  0.22
H5 -0.140 -1.755 -1.095  0.30
H6 -2.490 -0.802 -1.072  0.37
H7 -2.700 1.155 0.218  0.27

Properties
HOMO level = -8.51 eV
SMILES string = C[C@H]1C=CNC1=O
Gap between HOMO and LUMO = 9.42 eV
Strongest force on any atom = 1.8 eV/A
Net charge = 0
Energy relative to the best compared isomer or geometry (same formula, charge and spin) = 1.761 eV

=====

# 4
This record from OMol25 describes a 2-piece molecular cluster, BH3OS overall in a non-equilibrium geometry. The level of theory is ωB97M-V/def2-TZVPD.

Last column: Mulliken charge in e.
CARTESIAN COORDINATES (ANGSTROEM)
B1 0.110 -0.002 -0.083  0.42
O1 0.899 0.865 0.514  -0.55
S1 -1.378 -0.415 0.867  -0.29
H1 0.277 -0.511 -1.132  -0.09
H2 2.009 1.276 -0.110  0.39
H3 -1.917 -1.212 -0.056  0.11

Properties
HOMO level = -9.71 eV
Gap between HOMO and LUMO = 9.27 eV
Strongest force on any atom = 7.1 eV/A
Net charge = 0
Energy relative to the best compared isomer or geometry (same formula, charge and spin) = 1.488 eV

=====

# 5
This record from OMol25 describes a 2-piece molecular cluster, C5H13NO overall. The level of theory is ωB97M-V/def2-TZVPD.

Last column: Mulliken charge in e.
CARTESIAN COORDINATES (ANGSTROEM)
C1 -2.125 0.521 1.206  -1.08
C2 -2.065 -0.650 0.262  0.75
N1 -2.401 -1.833 0.846  -0.41
O1 -1.797 -0.587 -0.915  -0.61
H1 -3.149 0.879 1.206  0.33
H2 -1.495 1.365 0.954  0.26
H3 -1.902 0.256 2.246  0.35
H4 -2.450 -2.642 0.249  0.23
H5 -2.687 -1.919 1.812  0.18
C3 1.831 -0.842 -0.267  -1.10
C4 1.313 0.576 -0.516  0.23
C5 2.236 1.513 -1.291  -1.42
H6 2.919 -0.912 -0.376  0.40
H7 1.329 -1.543 -0.929  0.25
H8 1.595 -1.165 0.748  0.27
H9 0.403 0.552 -1.118  0.17
H10 1.003 1.073 0.403  0.14
H11 3.080 1.900 -0.710  0.34
H12 2.666 1.048 -2.191  0.35
H13 1.697 2.410 -1.617  0.36

Properties
HOMO level = -9.92 eV
SMILES string = CC(N)=O.CCC
Gap between HOMO and LUMO = 10.75 eV
Strongest force on any atom = 0.9 eV/A
Net charge = 0
Energy relative to the best compared isomer or geometry (same formula, charge and spin) = 0.165 eV

=====

# 6
This record from OMol25 describes an isolated ion of composition C8H10NOS and charge +1 in a non-equilibrium geometry. The level of theory is ωB97M-V/def2-TZVPD.

Last column: Mulliken charge in e.
CARTESIAN COORDINATES (ANGSTROEM)
O1 3.053 -1.854 -0.425  -0.44
C1 2.254 -0.842 -0.102  0.23
C2 2.604 0.110 0.870  -0.33
C3 1.605 0.962 1.317  -0.84
C4 0.334 0.922 0.727  0.04
N1 0.181 0.220 -0.416  0.10
C5 -1.156 0.345 -1.129  -1.28
C6 -2.218 -0.530 -0.492  0.14
C7 -3.289 0.276 0.182  -0.69
S1 -2.047 -0.489 1.336  -0.08
C8 1.058 -0.658 -0.805  0.21
H1 3.826 -1.983 -0.003  0.32
H2 3.631 0.212 1.191  0.41
H3 1.762 1.693 2.000  0.50
H4 -0.505 1.516 1.233  0.37
H5 -0.856 0.069 -2.165  0.39
H6 -1.527 1.299 -1.238  0.53
H7 -2.458 -1.467 -0.812  0.57
H8 -3.085 1.327 0.058  0.21
H9 -4.301 0.032 0.497  0.33
H10 1.133 -1.160 -1.823  0.31

Properties
HOMO level = -12.43 eV
SMILES string = Oc1ccc[n+](C[C@@H]2CS2)c1
Gap between HOMO and LUMO = 8.32 eV
Strongest force on any atom = 5.9 eV/A
Net charge = +1
Energy relative to the best compared isomer or geometry (same formula, charge and spin) = 0.541 eV

=====

Among the records above, which one has the highest net charge?
C8H10NOS

=====

Please write out number 5 again, unchanged.
This record from OMol25 describes a 2-piece molecular cluster, C5H13NO overall. The level of theory is ωB97M-V/def2-TZVPD.

Last column: Mulliken charge in e.
CARTESIAN COORDINATES (ANGSTROEM)
C1 -2.125 0.521 1.206  -1.08
C2 -2.065 -0.650 0.262  0.75
N1 -2.401 -1.833 0.846  -0.41
O1 -1.797 -0.587 -0.915  -0.61
H1 -3.149 0.879 1.206  0.33
H2 -1.495 1.365 0.954  0.26
H3 -1.902 0.256 2.246  0.35
H4 -2.450 -2.642 0.249  0.23
H5 -2.687 -1.919 1.812  0.18
C3 1.831 -0.842 -0.267  -1.10
C4 1.313 0.576 -0.516  0.23
C5 2.236 1.513 -1.291  -1.42
H6 2.919 -0.912 -0.376  0.40
H7 1.329 -1.543 -0.929  0.25
H8 1.595 -1.165 0.748  0.27
H9 0.403 0.552 -1.118  0.17
H10 1.003 1.073 0.403  0.14
H11 3.080 1.900 -0.710  0.34
H12 2.666 1.048 -2.191  0.35
H13 1.697 2.410 -1.617  0.36

Properties
HOMO level = -9.92 eV
SMILES string = CC(N)=O.CCC
Gap between HOMO and LUMO = 10.75 eV
Strongest force on any atom = 0.9 eV/A
Net charge = 0
Energy relative to the best compared isomer or geometry (same formula, charge and spin) = 0.165 eV

=====

Repeat the second record exactly.
This record from OMol25 describes C10H20BiO6Se4 as an isolated structure in a non-equilibrium geometry. The level of theory is ωB97M-V/def2-TZVPD.

Last column: Mulliken charge in e.
CARTESIAN COORDINATES (ANGSTROEM)
Bi1 0.022 0.020 -0.015  1.30
C1 0.270 -2.716 1.823  -0.61
C2 0.210 -3.145 0.317  -0.61
O1 0.588 -2.224 -0.748  -0.13
C3 1.991 -1.959 -1.005  -0.67
C4 2.766 -0.952 -0.077  -0.45
O2 2.250 0.436 -0.130  -0.42
C5 2.525 1.599 0.950  -0.38
C6 1.268 2.431 1.477  -0.63
O3 0.135 2.347 0.268  -0.38
C7 -1.338 2.394 0.607  -0.36
C8 -2.314 1.494 -0.221  -0.81
O4 -2.281 -0.038 -0.124  -0.35
C9 -2.511 -0.743 1.180  -0.33
C10 -1.427 -0.844 2.317  -0.83
O5 0.020 -1.331 2.083  -0.32
H1 1.296 -2.850 2.178  0.33
H2 -0.366 -3.392 2.407  0.40
H3 -0.821 -3.372 0.038  0.22
H4 0.802 -4.059 0.199  0.53
H5 2.035 -1.553 -2.016  0.24
H6 2.459 -2.948 -1.018  0.50
H7 3.796 -0.894 -0.433  0.49
H8 2.771 -1.307 0.959  0.24
H9 3.205 2.217 0.363  0.48
H10 3.039 1.151 1.792  0.25
H11 1.403 3.515 1.672  0.40
H12 0.837 1.952 2.509  0.18
H13 -1.591 3.433 0.390  0.50
H14 -1.505 2.216 1.672  0.18
H15 -2.128 1.716 -1.272  0.34
H16 -3.352 1.729 0.011  0.44
H17 -2.754 -1.773 0.919  0.28
H18 -3.422 -0.279 1.564  0.44
H19 -1.775 -1.550 3.078  0.56
H20 -1.369 0.125 2.792  0.17
Se1 0.356 0.619 -3.020  -0.44
Se2 -0.978 -0.214 -4.797  -0.26
Se3 -2.782 -1.788 -4.165  -0.32
Se4 -2.408 -1.704 -1.901  -0.32
O6 0.638 0.689 1.936  -0.86

Properties
HOMO level = -2.16 eV
Gap between HOMO and LUMO = 4.74 eV
Strongest force on any atom = 3.7 eV/A
Net charge = -1
Energy relative to the best compared isomer or geometry (same formula, charge and spin) = 12.236 eV